1.
# C44H41Cl2N4OS3V

A structure of composition C44H41Cl2N4OS3V (ωB97M-V with the def2-TZVPD basis set, the OMol25 dataset).

Each line ends with the Löwdin charge.
CARTESIAN COORDINATES (ANGSTROEM)
1 V 0.161 0.542 -0.105  0.524
2 S 0.513 -2.918 1.828  0.649
3 C 0.244 -1.700 2.989  -0.691
4 N 0.950 -1.718 4.195  -0.126
5 C 0.444 -0.938 5.302  -0.143
6 C 0.149 0.444 4.807  -0.134
7 N -0.806 0.369 3.723  -0.112
8 C -1.845 1.392 3.715  -0.160
9 C -2.811 1.184 4.862  -0.201
10 C -2.856 2.046 5.952  -0.056
11 C -3.701 1.790 7.029  -0.098
12 C -4.509 0.663 7.023  -0.108
13 C -4.473 -0.205 5.934  -0.085
14 C -3.628 0.052 4.864  -0.025
15 C -0.696 -0.622 2.769  -0.658
16 S -1.738 -0.549 1.373  0.595
17 C 1.883 -2.765 4.570  -0.161
18 C 1.285 -3.836 5.468  -0.199
19 C 0.185 -4.597 5.067  -0.031
20 C -0.348 -5.562 5.913  -0.086
21 C 0.205 -5.785 7.171  -0.110
22 C 1.300 -5.036 7.576  -0.102
23 C 1.831 -4.068 6.728  -0.056
24 H 1.200 -0.905 6.088  0.127
25 H -0.470 -1.375 5.724  0.136
26 H 1.078 0.914 4.466  0.123
27 H -0.272 1.048 5.609  0.119
28 H -2.361 1.310 2.769  0.023
29 H -1.382 2.381 3.775  0.129
30 H -2.220 2.928 5.958  0.109
31 H -3.722 2.467 7.876  0.095
32 H -5.167 0.459 7.861  0.094
33 H -5.103 -1.087 5.924  0.099
34 H -3.583 -0.629 4.017  0.111
35 H 2.719 -2.298 5.098  0.117
36 H 2.253 -3.202 3.649  0.074
37 H -0.241 -4.437 4.082  0.077
38 H -1.202 -6.147 5.586  0.099
39 H -0.215 -6.538 7.829  0.093
40 H 1.740 -5.200 8.554  0.094
41 H 2.690 -3.484 7.048  0.105
42 N 0.363 -1.295 -0.971  -0.056
43 C 1.492 -1.607 -1.788  -0.228
44 C 1.284 -2.220 -3.017  -0.038
45 C 2.347 -2.517 -3.855  -0.102
46 C 3.636 -2.213 -3.446  -0.104
47 C 3.838 -1.610 -2.213  -0.042
48 C 2.788 -1.289 -1.352  -0.106
49 C 3.048 -0.593 -0.049  -0.182
50 C 4.308 -0.750 0.547  -0.062
51 C 4.649 -0.067 1.701  -0.108
52 C 3.711 0.766 2.303  -0.109
53 C 2.446 0.876 1.746  -0.145
54 C 2.071 0.227 0.554  -0.163
55 H -0.507 -1.601 -1.392  0.077
56 H 0.435 -1.720 -0.015  -0.045
57 H 0.267 -2.452 -3.315  0.113
58 H 2.169 -2.994 -4.813  0.095
59 H 4.481 -2.440 -4.083  0.092
60 H 4.851 -1.366 -1.921  0.099
61 H 5.035 -1.430 0.116  0.094
62 H 5.640 -0.182 2.127  0.089
63 H 3.971 1.335 3.190  0.091
64 H 1.716 1.508 2.241  0.079
65 C 2.357 4.770 -4.260  -0.056
66 C 1.241 3.871 -3.798  -0.286
67 C 1.351 2.487 -3.909  -0.030
68 C 0.375 1.650 -3.394  -0.063
69 C -0.738 2.197 -2.773  -0.387
70 C -0.888 3.572 -2.688  -0.090
71 C 0.099 4.398 -3.203  -0.040
72 S -1.873 1.038 -1.983  0.855
73 C -3.338 1.819 -2.707  -0.232
74 O -1.723 -0.246 -2.756  -0.529
75 H 2.899 4.328 -5.098  0.073
76 H 3.069 4.916 -3.442  0.069
77 H 1.983 5.750 -4.560  0.073
78 H 2.238 2.054 -4.363  0.116
79 H 0.459 0.574 -3.495  0.098
80 H -1.744 4.010 -2.188  0.099
81 H -0.010 5.476 -3.113  0.117
82 H -3.137 1.993 -3.763  0.064
83 H -3.570 2.744 -2.176  0.026
84 H -4.144 1.095 -2.577  0.054
85 Cl -2.680 3.226 0.628  0.703
86 C -1.236 4.204 0.565  -0.593
87 C -1.349 5.567 0.773  -0.145
88 C -0.235 6.378 0.652  -0.127
89 C 0.975 5.813 0.286  -0.146
90 C 1.090 4.450 0.086  -0.599
91 Cl 2.631 3.819 -0.399  0.707
92 C -0.011 3.545 0.247  -0.419
93 N 0.075 2.196 0.098  -0.179
94 H -2.318 5.989 1.012  0.094
95 H -0.313 7.445 0.827  0.092
96 H 1.847 6.441 0.137  0.095

Maximum force   4.02 eV/A
Electronic energy   -5054.55290 Eh
Kohn-Sham gap (alpha / beta)   5.768 / 6.904 eV
2S+1   4
⟨S²⟩   3.7881
HOMO (alpha / beta)   -3.325 / -4.593 eV
Charge   -1
Energy relative to the best compared isomer or geometry (same formula, charge and spin)   33.6 kJ/mol


2.
# C44H41N4OP2Re

A structure of composition C44H41N4OP2Re (ωB97M-V with the def2-TZVPD basis set, the OMol25 dataset).

Each line ends with the Löwdin charge.
CARTESIAN COORDINATES (ANGSTROEM)
1 Re 0.191 -1.308 -0.183  0.894
2 C 0.629 2.208 0.710  -0.269
3 N -0.756 2.268 1.053  -0.177
4 C -1.226 1.208 1.884  -0.288
5 P -1.712 -0.409 1.020  0.939
6 C -3.271 -0.090 0.136  -0.349
7 C -4.456 0.085 0.847  -0.096
8 C -5.638 0.316 0.171  -0.067
9 C -5.651 0.358 -1.216  -0.068
10 C -4.478 0.161 -1.926  -0.069
11 C -3.288 -0.062 -1.256  -0.100
12 C -2.194 -1.385 2.482  -0.371
13 C -2.018 -2.764 2.407  -0.124
14 C -2.346 -3.572 3.479  -0.076
15 C -2.844 -3.009 4.644  -0.073
16 C -3.018 -1.637 4.727  -0.070
17 C -2.694 -0.827 3.653  -0.102
18 C -1.586 3.330 0.702  -0.230
19 C -2.957 3.294 0.985  -0.032
20 C -3.766 4.392 0.768  -0.078
21 C -3.253 5.559 0.231  -0.096
22 C -1.915 5.585 -0.122  -0.083
23 C -1.096 4.495 0.100  -0.041
24 P 1.100 0.966 -0.635  0.981
25 C 0.647 1.770 -2.198  -0.347
26 C 1.557 1.804 -3.253  -0.118
27 C 1.185 2.333 -4.475  -0.090
28 C -0.106 2.797 -4.671  -0.068
29 C -1.023 2.741 -3.632  -0.056
30 C -0.656 2.215 -2.407  -0.087
31 C 2.901 1.160 -0.537  -0.376
32 C 3.509 2.401 -0.695  -0.092
33 C 4.883 2.503 -0.605  -0.066
34 C 5.656 1.378 -0.362  -0.069
35 C 5.054 0.137 -0.218  -0.073
36 C 3.678 0.032 -0.301  -0.105
37 H 1.202 1.862 1.583  0.105
38 H 1.014 3.187 0.424  0.076
39 H -2.052 1.559 2.504  0.077
40 H -0.405 0.873 2.533  0.098
41 H -4.448 0.020 1.926  0.099
42 H -6.552 0.450 0.730  0.109
43 H -6.581 0.533 -1.737  0.108
44 H -4.497 0.170 -3.006  0.107
45 H -2.382 -0.233 -1.822  0.072
46 H -1.585 -3.179 1.503  0.074
47 H -2.204 -4.640 3.409  0.107
48 H -3.088 -3.634 5.490  0.107
49 H -3.402 -1.186 5.630  0.109
50 H -2.820 0.239 3.755  0.095
51 H -3.423 2.407 1.380  0.077
52 H -4.808 4.323 1.039  0.106
53 H -3.880 6.423 0.081  0.101
54 H -1.483 6.469 -0.563  0.106
55 H -0.064 4.586 -0.196  0.095
56 H 2.559 1.421 -3.108  0.107
57 H 1.909 2.369 -5.275  0.109
58 H -0.396 3.183 -5.637  0.108
59 H -2.030 3.104 -3.775  0.113
60 H -1.387 2.153 -1.613  0.091
61 H 2.915 3.281 -0.895  0.110
62 H 5.347 3.469 -0.729  0.109
63 H 6.728 1.475 -0.281  0.108
64 H 5.646 -0.748 -0.035  0.104
65 H 3.171 -0.920 -0.171  0.051
66 C 1.042 -1.395 -4.874  0.018
67 N 1.336 -2.282 -3.775  -0.020
68 C 2.356 -3.199 -3.821  0.015
69 C 2.653 -3.979 -2.738  0.018
70 C 1.914 -3.806 -1.555  -0.325
71 N 0.984 -2.822 -1.511  0.027
72 C 0.664 -2.092 -2.598  -0.543
73 O -0.200 -1.213 -2.459  -0.082
74 N 2.046 -4.549 -0.439  0.209
75 H 1.756 -1.558 -5.675  0.102
76 H 1.109 -0.359 -4.537  0.077
77 H 0.031 -1.562 -5.248  0.114
78 H 2.907 -3.261 -4.742  0.138
79 H 3.449 -4.700 -2.788  0.118
80 H 2.774 -5.235 -0.354  0.126
81 H 1.593 -4.205 0.398  0.088
82 C 1.060 -1.898 1.415  -0.190
83 C 1.812 -2.333 2.476  -0.337
84 C 3.162 -2.736 2.260  -0.067
85 C 3.956 -3.143 3.300  -0.084
86 C 3.454 -3.202 4.596  -0.068
87 C 2.132 -2.836 4.828  -0.072
88 C 1.318 -2.411 3.806  -0.024
89 H 3.552 -2.717 1.252  0.089
90 H 4.981 -3.426 3.105  0.107
91 H 4.084 -3.528 5.409  0.106
92 H 1.738 -2.878 5.833  0.109
93 H 0.292 -2.127 3.983  0.099

Maximum force   7.38 eV/A
Electronic energy   -2756.34494 Eh
Kohn-Sham gap (alpha / beta)   5.631 / 6.132 eV
2S+1   2
⟨S²⟩   0.7632
HOMO (alpha / beta)   -8.586 / -9.196 eV
Charge   +1


3.
# C44H42FN9O3Ti

A structure of composition C44H42FN9O3Ti (ωB97M-V with the def2-TZVPD basis set, the OMol25 dataset).

Each line ends with the Löwdin charge.
CARTESIAN COORDINATES (ANGSTROEM)
1 Ti 0.237 0.095 -0.064  1.126
2 C 1.450 -3.211 1.050  0.001
3 C -0.043 -3.186 1.107  -0.294
4 C -0.759 -4.380 1.202  -0.013
5 C -2.140 -4.351 1.194  -0.033
6 C -2.783 -3.128 1.121  0.002
7 C -2.009 -1.977 1.062  -0.198
8 N -0.670 -2.008 1.033  0.114
9 C -2.624 -0.632 1.062  -0.185
10 C -3.924 -0.414 1.499  0.017
11 C -4.406 0.884 1.532  -0.008
12 C -3.574 1.926 1.172  0.023
13 C -2.270 1.647 0.773  -0.173
14 N -1.833 0.382 0.687  0.080
15 C -1.306 2.733 0.475  -0.199
16 C -1.737 4.024 0.217  0.012
17 C -0.786 5.005 -0.017  -0.013
18 C 0.547 4.663 0.021  0.013
19 C 0.915 3.339 0.255  -0.274
20 C 2.354 2.940 0.196  0.003
21 N -0.005 2.397 0.476  0.083
22 H 1.834 -4.161 1.417  0.092
23 H 1.880 -2.406 1.638  0.067
24 H 1.791 -3.075 0.019  0.086
25 H -0.220 -5.314 1.282  0.122
26 H -2.712 -5.268 1.254  0.118
27 H -3.862 -3.079 1.108  0.111
28 H -4.538 -1.232 1.840  0.115
29 H -5.414 1.082 1.869  0.125
30 H -3.918 2.945 1.248  0.117
31 H -2.786 4.269 0.173  0.113
32 H -1.090 6.021 -0.231  0.123
33 H 1.319 5.400 -0.151  0.125
34 H 2.999 3.797 0.381  0.092
35 H 2.586 2.549 -0.798  0.098
36 H 2.584 2.165 0.920  0.057
37 C -0.484 -1.840 -7.663  -0.051
38 C -1.702 -1.575 -6.793  -0.175
39 N -1.378 -1.593 -5.359  -0.017
40 C -1.168 -0.423 -4.732  0.059
41 C -0.779 -0.297 -3.430  -0.019
42 C -0.547 1.096 -2.910  -0.556
43 O -0.776 2.045 -3.630  0.096
44 O -0.032 1.174 -1.724  -0.137
45 C -0.574 -1.463 -2.648  -0.257
46 O -0.184 -1.469 -1.453  -0.076
47 C -0.828 -2.728 -3.317  -0.034
48 C -0.649 -3.926 -2.613  0.106
49 C -0.823 -5.120 -3.241  -0.178
50 F -0.577 -6.254 -2.551  0.075
51 C -1.198 -5.214 -4.599  -0.131
52 C -1.393 -4.026 -5.286  0.057
53 C -1.200 -2.780 -4.667  -0.110
54 N -1.341 -6.447 -5.241  -0.079
55 C -1.040 -6.612 -6.643  -0.134
56 C -2.306 -6.984 -7.405  -0.055
57 N -3.055 -8.061 -6.622  0.081
58 C -2.211 -8.706 -5.557  -0.082
59 C -1.755 -7.661 -4.548  -0.122
60 H -0.764 -1.802 -8.715  0.088
61 H -0.036 -2.813 -7.460  0.067
62 H 0.278 -1.081 -7.490  0.090
63 H -2.509 -2.284 -6.975  0.117
64 H -2.111 -0.589 -7.006  0.129
65 H -1.311 0.480 -5.312  0.156
66 H -0.337 -3.893 -1.578  0.127
67 H -1.699 -4.055 -6.321  0.097
68 H -0.263 -7.369 -6.794  0.138
69 H -0.634 -5.691 -7.056  0.130
70 H -2.106 -7.375 -8.401  0.140
71 H -2.982 -6.135 -7.480  0.134
72 H -3.393 -8.780 -7.263  0.185
73 H -3.884 -7.651 -6.190  0.185
74 H -1.380 -9.184 -6.072  0.140
75 H -2.805 -9.479 -5.074  0.146
76 H -0.964 -8.117 -3.949  0.134
77 H -2.578 -7.427 -3.867  0.141
78 C 4.624 -1.793 -3.185  -0.090
79 C 5.046 -2.026 -1.883  -0.076
80 C 4.319 -1.552 -0.803  -0.026
81 C 3.142 -0.829 -1.023  -0.269
82 C 2.725 -0.587 -2.334  -0.035
83 C 3.462 -1.066 -3.404  -0.080
84 N 2.349 -0.350 0.038  -0.091
85 N 3.001 -0.256 1.182  0.045
86 C 2.222 0.048 2.244  -0.380
87 C 2.836 0.167 3.510  0.009
88 C 2.058 0.430 4.604  -0.047
89 C 0.672 0.576 4.440  -0.050
90 C 0.145 0.460 3.178  -0.122
91 N 0.888 0.208 2.087  0.018
92 H 5.206 -2.159 -4.019  0.103
93 H 5.957 -2.582 -1.703  0.107
94 H 4.652 -1.733 0.207  0.105
95 H 1.850 0.023 -2.509  0.085
96 H 3.140 -0.847 -4.415  0.102
97 H 3.907 0.042 3.576  0.120
98 H 2.506 0.523 5.585  0.116
99 H 0.023 0.782 5.278  0.108
100 H -0.918 0.580 3.014  0.105

Maximum force   0.73 eV/A
Electronic energy   -3369.48677 Eh
Kohn-Sham gap (alpha / beta)   5.149 / 6.731 eV
2S+1   3
⟨S²⟩   2.0176
HOMO (alpha / beta)   -10.110 / -11.696 eV
Charge   +2
Energy relative to the best compared isomer or geometry (same formula, charge and spin)   47.2 kJ/mol